{
  "formula": "C29H25BrCaN8OPS3",
  "method": "wB97M-V/def2-TZVPD",
  "symbols": ["Ca", "Br", "C", "C", "C", "C", "O", "C", "C", "N", "C", "C", "C", "C", "C", "C", "C", "C", "N", "C", "C", "H", "H", "H", "H", "H", "H", "H", "H", "H", "H", "C", "N", "C", "C", "N", "C", "P", "C", "N", "C", "C", "N", "C", "C", "N", "C", "C", "N", "C", "H", "H", "H", "H", "H", "H", "H", "H", "H", "H", "H", "H", "H", "H", "H", "S", "C", "S", "S"],
  "xyz": [[0.511042, 0.041557, 0.223579], [6.734348, 0.511738, -3.421898], [4.894154, 0.370049, -2.905837], [3.939725, 1.122588, -3.560808], [2.617381, 1.013233, -3.167978], [2.201052, 0.162709, -2.116200], [0.956348, 0.106910, -1.751904], [3.214233, -0.641178, -1.507294], [2.832031, -1.721940, -0.527936], [2.169029, -1.257874, 0.648278], [2.129685, -2.038306, 1.747785], [3.106780, -2.953273, 2.171038], [2.983947, -3.669699, 3.354756], [1.880568, -3.558879, 4.174980], [0.836742, -2.708021, 3.784894], [-0.368398, -2.591875, 4.508287], [-1.381998, -1.803517, 4.032423], [-1.183156, -1.105514, 2.834249], [-0.058195, -1.147027, 2.152797], [0.952054, -1.933588, 2.588402], [4.535919, -0.516747, -1.901971], [4.221531, 1.782951, -4.371737], [1.853323, 1.585246, -3.681336], [3.683601, -2.383255, -0.349550], [3.980275, -3.116804, 1.559119], [3.780091, -4.351728, 3.632185], [1.787872, -4.142528, 5.083205], [-0.486654, -3.153554, 5.428494], [-2.325127, -1.713430, 4.556939], [-1.981697, -0.503771, 2.412039], [5.293038, -1.136723, -1.438446], [-4.112473, 0.144302, -2.711011], [-3.115149, -0.457504, -1.853949], [-2.846832, -1.796003, -1.730501], [-1.843181, -1.910689, -0.808929], [-1.502345, -0.666171, -0.372499], [-2.255085, 0.198918, -1.023063], [-2.308891, 2.004620, -0.735911], [-2.042558, 2.041548, 1.057303], [-0.921837, 1.770756, 1.697440], [-1.124874, 2.116519, 2.994279], [-2.391978, 2.606299, 3.154724], [-2.973779, 2.563413, 1.918025], [-4.330046, 2.944951, 1.589018], [-0.636170, 2.546553, -1.217618], [0.467001, 2.483324, -0.493572], [1.398981, 3.225549, -1.143791], [0.855461, 3.767969, -2.274887], [-0.439667, 3.339733, -2.313184], [-1.392922, 3.621218, -3.362908], [-4.651227, -0.638606, -3.238220], [-3.649082, 0.799043, -3.449042], [-4.823984, 0.725968, -2.124810], [-3.372780, -2.539843, -2.303680], [-1.333946, -2.799640, -0.455544], [-0.354901, 1.985117, 3.736770], [-2.919785, 2.976970, 4.016816], [-4.833198, 3.292009, 2.487842], [-4.881061, 2.095672, 1.185607], [-4.338152, 3.745698, 0.849769], [2.410980, 3.304637, -0.783220], [1.274307, 4.390743, -3.046471], [-0.904515, 4.202504, -4.140366], [-2.241013, 4.190159, -2.979121], [-1.761879, 2.694857, -3.803019], [0.894864, -5.703150, -1.125653], [1.778907, -4.276647, -0.449091], [0.273666, -4.693280, 0.557484], [1.639601, -2.845266, -1.495566]],
  "forces_ev_per_angstrom": [[0.0, 1.9, 1.9], [-0.1, 0.0, 0.0], [0.2, 0.0, 0.0], [0.0, 0.0, 0.0], [0.0, -0.1, 0.1], [0.4, 0.0, -0.5], [0.7, 0.1, -2.3], [-0.1, 0.0, 0.1], [-0.4, -0.7, -0.4], [1.0, -0.7, 0.6], [0.3, 0.0, 0.0], [0.0, 0.2, 0.0], [-0.2, 0.0, 0.1], [0.2, -0.1, 0.1], [-0.1, 0.2, -0.1], [0.0, 0.1, -0.1], [0.0, 0.0, 0.1], [0.1, 0.0, -0.1], [-0.4, -0.5, 0.9], [0.3, -0.4, 0.4], [0.0, 0.1, -0.1], [0.0, 0.0, 0.0], [0.0, 0.0, 0.0], [0.0, 0.1, 0.0], [0.0, 0.0, -0.1], [0.0, 0.0, 0.0], [0.0, 0.0, 0.0], [0.0, 0.0, 0.0], [0.0, 0.0, 0.0], [0.0, 0.0, 0.0], [0.0, 0.0, 0.0], [-0.1, 0.1, -0.1], [0.1, 0.2, 0.0], [0.0, 0.0, 0.1], [-0.1, -0.1, -0.1], [-1.6, -0.3, -0.6], [-0.5, 0.0, 0.1], [0.2, -0.5, -0.2], [0.0, 0.3, 0.3], [-0.3, -0.2, 0.0], [0.0, 0.0, 0.1], [0.0, 0.0, 0.0], [0.2, -0.1, -0.1], [-0.1, 0.1, -0.1], [0.0, 0.6, 0.1], [0.0, 0.3, -0.3], [0.0, 0.1, -0.1], [0.1, 0.0, 0.1], [0.0, -0.1, 0.0], [-0.2, 0.0, 0.0], [0.0, 0.0, 0.0], [0.0, 0.0, 0.0], [0.0, 0.0, 0.0], [0.0, 0.0, 0.0], [0.0, 0.0, 0.0], [0.0, 0.0, 0.0], [0.0, 0.0, 0.0], [0.0, 0.0, 0.0], [0.0, 0.0, 0.0], [0.0, 0.0, 0.0], [0.0, 0.0, 0.0], [0.0, 0.0, 0.0], [0.0, 0.0, 0.0], [0.0, 0.0, 0.0], [0.0, 0.0, 0.0], [-0.2, -0.1, -0.3], [0.9, -0.2, 0.3], [-0.4, 0.1, 0.3], [0.1, 0.1, 0.0]],
  "homo_lumo_gap_ev": 3.929,
  "total_charge": -1,
  "relative_energy_kj_mol": 403.1,
  "e_lumo_ev": 1.70
}

=====

{
  "formula": "C29H25CdI2N3O2S4",
  "method": "wB97M-V/def2-TZVPD",
  "symbols": ["Cd", "I", "C", "C", "C", "I", "C", "O", "C", "C", "N", "C", "C", "C", "C", "C", "C", "N", "C", "H", "H", "H", "H", "H", "H", "H", "H", "H", "H", "H", "O", "C", "S", "C", "C", "S", "S", "S", "C", "C", "C", "C", "C", "N", "H", "H", "H", "H", "H", "H", "H", "H", "H", "C", "C", "C", "C", "C", "C", "C", "C", "H", "H", "H", "H", "H"],
  "xyz": [[-0.447920, 0.314413, -0.812344], [4.082931, -2.237942, 5.286959], [3.279967, -1.600339, 3.458056], [3.893692, -1.962415, 2.269562], [3.326198, -1.540867, 1.086432], [4.223546, -2.089598, -0.720922], [2.149011, -0.731146, 0.986884], [1.699811, -0.368772, -0.135288], [1.564579, -0.373207, 2.253096], [0.271510, 0.423553, 2.359370], [-0.799723, -0.303160, 1.682878], [-1.059713, -1.661775, 2.066874], [-1.210761, -2.611611, 0.889710], [-1.562467, -3.940914, 1.124681], [-1.662852, -4.810806, 0.057501], [-1.414216, -4.334268, -1.223063], [-1.077745, -2.999966, -1.366427], [-0.978263, -2.163682, -0.335419], [2.125253, -0.828940, 3.434534], [4.790908, -2.566022, 2.262871], [0.075566, 0.474678, 3.443551], [-0.618495, 2.312294, 2.535649], [-1.646117, 0.244820, 1.588785], [-0.219090, -2.035976, 2.658643], [-1.954436, -1.759692, 2.696698], [-1.750247, -4.272816, 2.139078], [-1.932026, -5.848312, 0.218451], [-1.481331, -4.977206, -2.090519], [-0.879256, -2.558795, -2.338243], [1.640949, -0.567919, 4.369499], [-5.613794, 3.016698, 3.785061], [-4.836344, 2.704526, 2.904932], [-3.408072, 3.618125, 2.456394], [-2.891118, 2.623328, 1.094186], [-3.614469, 1.505837, 0.827108], [-3.386893, 0.296058, -0.376774], [-4.985706, 1.246094, 1.925492], [-1.450228, 3.198848, 0.242975], [1.091646, 4.256980, 1.989122], [1.432763, 2.786633, 2.255305], [2.660857, 2.438430, 1.410609], [1.756094, 2.656972, 3.747332], [0.185535, 1.922943, 1.886451], [-0.234373, 2.059234, 0.501093], [1.920029, 4.887290, 2.330733], [0.182361, 4.560046, 2.513824], [0.933306, 4.436246, 0.926513], [3.389760, 3.254054, 1.465820], [2.367705, 2.299854, 0.369136], [3.155787, 1.529568, 1.751805], [2.525161, 3.384758, 4.025348], [2.133586, 1.668492, 4.004156], [0.868598, 2.861250, 4.355588], [-0.453326, -0.035783, -2.958342], [-0.468388, -0.221697, -4.162458], [-0.490840, -0.440719, -5.574199], [-0.110336, 0.569411, -6.467481], [-0.132647, 0.357183, -7.835946], [-0.534435, -0.867608, -8.354115], [-0.915301, -1.878401, -7.480985], [-0.894875, -1.669483, -6.111701], [0.201417, 1.522935, -6.062134], [0.166003, 1.155894, -8.505127], [-0.551338, -1.031916, -9.424789], [-1.232685, -2.838962, -7.870338], [-1.194695, -2.456750, -5.432143]],
  "forces_ev_per_angstrom": [[0.0, -0.1, 0.1], [0.0, 0.0, 0.0], [0.0, 0.0, 0.0], [0.0, 0.0, 0.0], [0.0, 0.0, 0.0], [0.0, 0.0, 0.0], [0.0, 0.0, 0.0], [0.0, 0.1, 0.0], [0.0, 0.0, 0.0], [0.0, -0.1, 0.0], [0.0, 0.0, 0.0], [0.0, 0.0, 0.0], [0.0, 0.0, 0.0], [0.0, 0.0, 0.0], [0.0, 0.0, 0.0], [0.0, 0.0, 0.0], [0.0, 0.0, 0.0], [0.0, 0.0, 0.0], [0.0, 0.0, 0.0], [0.0, 0.0, 0.0], [0.0, 0.0, 0.0], [0.0, 0.0, 0.0], [0.0, 0.0, 0.1], [0.0, 0.0, 0.0], [0.0, 0.0, 0.0], [0.0, 0.0, 0.0], [0.0, 0.0, 0.0], [0.0, 0.0, 0.0], [0.0, 0.0, 0.0], [0.0, 0.0, 0.0], [0.0, 0.0, 0.0], [0.0, 0.0, 0.0], [0.0, 0.1, 0.0], [0.0, -0.1, -0.1], [0.0, 0.0, 0.1], [0.0, 0.1, 0.0], [0.0, 0.0, 0.0], [0.1, -0.1, 0.1], [0.0, 0.0, 0.0], [0.0, 0.0, 0.0], [0.0, 0.0, 0.0], [0.0, 0.0, 0.0], [0.0, 0.0, 0.0], [-0.1, 0.2, -0.1], [0.0, 0.0, 0.0], [0.0, 0.0, 0.0], [0.0, 0.0, 0.0], [0.0, 0.0, 0.0], [0.0, 0.0, 0.0], [0.0, 0.0, 0.0], [0.0, 0.0, 0.0], [0.0, 0.0, 0.0], [0.0, 0.0, 0.0], [0.0, 0.0, 0.0], [0.0, -0.1, 0.0], [0.0, 0.0, 0.0], [0.0, 0.0, 0.0], [0.0, 0.0, 0.0], [0.0, 0.0, 0.0], [0.0, 0.0, 0.0], [0.0, 0.0, 0.0], [0.0, 0.0, 0.0], [0.0, 0.0, 0.0], [0.0, 0.0, 0.0], [0.0, 0.0, 0.0], [0.0, 0.0, 0.0]],
  "homo_lumo_gap_ev": 5.270,
  "total_charge": -2,
  "relative_energy_kj_mol": 54.6,
  "e_lumo_ev": 3.50
}

=====

{
  "formula": "C29H25Cl2N5O2Pb",
  "method": "wB97M-V/def2-TZVPD",
  "symbols": ["Pb", "Cl", "C", "C", "C", "N", "C", "O", "C", "C", "C", "C", "C", "N", "C", "C", "C", "Cl", "N", "C", "O", "C", "C", "C", "C", "C", "N", "H", "H", "H", "H", "H", "H", "H", "H", "H", "H", "C", "C", "C", "C", "C", "H", "H", "H", "H", "H", "H", "H", "H", "H", "H", "N", "C", "C", "C", "C", "C", "C", "H", "H", "H", "H", "H"],
  "xyz": [[0.831787, -0.377485, 1.649567], [-4.721183, 2.033760, 5.700901], [-3.270203, 2.015213, 4.755640], [-3.144697, 1.012654, 3.776141], [-2.062207, 0.967584, 2.898169], [-1.830883, -0.078708, 1.995873], [-2.745924, -1.036460, 1.763191], [-3.927311, -1.124122, 2.074566], [-2.116212, -2.242547, 1.088687], [-2.437062, -3.509237, 1.672363], [-1.742433, -4.629234, 1.210470], [-0.870525, -4.517621, 0.081463], [-0.703486, -3.279765, -0.411217], [-1.224199, -2.167827, 0.114048], [-1.086178, 1.973577, 2.994478], [-1.238164, 3.009356, 3.937058], [-2.261662, 2.972056, 4.865744], [-2.427637, 4.275385, 6.048375], [0.141089, 1.814789, 2.377706], [0.844742, 2.842663, 1.952368], [0.574384, 4.043536, 2.018396], [2.235945, 2.541713, 1.500007], [2.888116, 3.471522, 0.714371], [4.196516, 3.270988, 0.373209], [4.751114, 2.041902, 0.680247], [4.023792, 1.189498, 1.456425], [2.769019, 1.401198, 1.894544], [-3.915489, 0.238145, 3.769692], [-3.139679, -3.659591, 2.514327], [-1.909241, -5.631791, 1.577289], [-0.407069, -5.415490, -0.362820], [0.618123, -3.985945, -1.820327], [-0.569870, 3.876970, 4.123248], [2.313718, 4.362586, 0.464753], [4.822437, 3.987868, -0.188692], [5.812037, 1.867275, 0.381128], [4.316367, 0.151962, 1.687716], [-1.648155, -3.701205, -3.301660], [-0.688225, -2.611492, -2.897894], [0.354724, -2.323150, -4.019656], [-1.471656, -1.284250, -2.714273], [0.159365, -3.058129, -1.597795], [-2.105797, -3.440817, -4.186860], [-2.433835, -3.740558, -2.444162], [-1.203564, -4.669250, -3.347405], [-0.105878, -2.005870, -4.967367], [0.960060, -3.166325, -4.202583], [0.984552, -1.483388, -3.503799], [-1.904369, -0.969447, -3.628811], [-0.791124, -0.433599, -2.438438], [-2.227192, -1.383379, -1.983337], [0.941378, -2.297802, -1.367847], [1.629844, -0.303721, -0.316080], [1.517190, 0.706200, -1.174481], [0.368591, 1.647144, -1.318103], [0.377752, 2.789815, -2.091960], [1.425665, 3.041256, -2.940867], [2.539399, 2.168302, -2.931994], [2.639245, 1.041495, -2.066075], [-0.447056, 1.543150, -0.615442], [-0.554488, 3.406832, -1.965324], [1.362669, 3.855109, -3.650109], [3.334652, 2.447116, -3.690041], [3.598381, 0.519584, -1.966742]],
  "forces_ev_per_angstrom": [[-0.4, -0.7, 0.2], [-0.1, 0.1, 0.4], [0.8, -0.5, -1.0], [-0.8, 0.4, 1.0], [-0.4, -0.9, -0.4], [-0.1, -0.1, 0.1], [1.8, 0.8, -0.3], [-1.1, -0.1, 0.3], [0.0, -1.6, 0.8], [0.5, -0.8, 0.0], [0.1, 0.5, -1.3], [-1.4, -1.8, 2.0], [1.1, 1.5, -1.1], [-0.9, 0.7, 0.6], [0.8, 1.0, 1.1], [0.1, 0.6, 1.0], [-1.4, 0.1, -0.2], [0.2, -0.2, -0.2], [-0.2, -0.9, -1.2], [0.4, 0.8, 0.7], [-0.6, 0.8, -0.2], [-0.5, -0.4, -0.1], [-0.2, 1.3, -0.1], [0.5, 0.3, -0.8], [1.7, 0.4, 0.1], [-0.7, -2.4, 0.5], [1.1, 0.6, -0.6], [0.4, 0.3, -0.3], [0.4, 0.6, -0.7], [-0.2, 0.0, 0.5], [-0.2, 0.7, 0.3], [0.7, -1.0, -0.5], [0.0, -1.1, -0.8], [0.3, -0.2, 0.0], [-0.7, -0.3, 0.3], [-1.1, -0.3, 0.3], [0.5, 0.7, -0.2], [-0.8, 0.2, 3.9], [1.3, 0.7, 0.1], [-0.1, 2.2, 2.1], [2.2, 0.2, 0.5], [-0.8, 1.7, -1.1], [-1.2, 0.4, -2.1], [0.9, -0.2, -1.6], [0.5, -0.8, -0.2], [0.1, 0.2, 0.4], [0.9, -1.1, -0.2], [-0.7, -1.3, -1.6], [-0.6, 0.0, -1.2], [-0.5, -0.9, 0.1], [-0.8, 0.0, 0.9], [-0.6, -0.2, -0.1], [-0.4, 0.6, -0.3], [0.3, 0.9, -0.5], [1.3, -0.7, 0.9], [-1.6, -0.7, 1.0], [1.0, 0.0, -0.7], [0.2, -0.3, -0.1], [-0.8, 1.5, -0.7], [-0.2, -0.4, 0.1], [1.2, -0.3, -0.5], [0.2, 0.1, 0.0], [-0.6, -0.6, 1.1], [-0.5, -0.1, -0.1]],
  "homo_lumo_gap_ev": 5.070,
  "total_charge": -2,
  "e_lumo_ev": 4.48
}